[1]
The following is a quantum chemistry calculation of a 2-piece molecular cluster, C6H13NO7S overall at a distorted geometry, from the Open Molecules 2025 dataset.

Geometry as XYZ:
```
28
C6H13NO7S wB97M-V/def2-TZVPD
S -2.977 -0.142 -0.190
O 0.189 -0.713 -2.005
O -4.060 0.012 -1.249
O 0.180 -2.224 0.857
O -2.019 -1.278 -0.532
O -3.557 -0.360 1.172
O 4.089 -0.243 0.076
O 2.457 1.729 -0.414
N 1.448 1.088 0.001
C -2.480 2.445 0.542
C 0.464 -0.867 1.051
C 2.947 -0.793 0.704
C 1.592 -0.322 0.061
C 1.412 -0.985 -1.330
C -1.982 1.328 -0.276
H 1.518 -2.086 -1.198
H 0.938 -0.783 2.046
H -2.178 1.446 -1.361
H 2.158 -0.679 -2.101
H 3.764 0.591 -0.344
H -2.297 2.406 1.594
H -0.407 -0.312 0.783
H -0.598 -0.833 -1.471
H -3.545 2.516 0.415
H -0.798 -2.049 0.533
H -2.099 3.314 0.086
H 2.703 -0.418 1.786
H 3.138 -1.791 0.766
```

The spin multiplicity is 1. The calculation puts the electronic energy at -1215.86360 Ha. As for the total charge: -2. The relative energy (zero: lowest compared OMol25 entry of this formula, charge and spin) is 0.000 eV.

[2]
The following is a quantum chemistry calculation of C5H11AgO4 as an isolated structure at a distorted geometry, from the Open Molecules 2025 dataset.

Geometry as XYZ:
```
21
C5H11AgO4 wB97M-V/def2-TZVPD
Ag -0.434 -0.529 -1.165
O -1.096 0.067 0.822
O 1.083 1.283 -0.369
O 1.624 -1.274 -0.986
O -2.498 -1.439 -1.376
C 2.543 -0.490 -1.075
C 0.942 1.273 1.049
C 2.368 0.985 -0.827
C -2.773 -0.111 0.852
C -0.531 1.222 1.372
H -0.654 1.239 2.471
H 1.447 0.389 1.474
H -1.028 2.121 0.958
H -2.826 -0.881 1.640
H 3.565 -0.829 -1.338
H -3.245 0.317 -0.042
H 3.157 1.334 -0.140
H -3.347 0.613 1.454
H 1.403 2.178 1.476
H -2.848 -2.037 -2.034
H 2.541 1.496 -1.789
```

The spin multiplicity is 1. The calculation puts the electronic energy at -644.84006 Ha. The relative energy (zero: lowest compared OMol25 entry of this formula, charge and spin) is 2.856 eV.

[3]
The following is a quantum chemistry calculation of a 2-piece molecular cluster, C4H6N2O overall, from the Open Molecules 2025 dataset.

Geometry as XYZ:
```
13
C4H6N2O wB97M-V/def2-TZVPD
O 2.175 -0.972 0.516
N 0.061 -1.098 -0.515
N -1.472 0.100 0.542
C 1.109 -0.331 0.017
C 1.148 1.017 -0.527
C -0.131 1.125 -1.053
C -0.886 -0.069 -0.732
H -0.597 2.020 -1.461
H -2.008 0.958 0.665
H 2.897 -0.323 0.471
H -1.953 -0.690 0.970
H -0.109 0.188 1.114
H -0.232 -1.924 -0.006
```

The spin multiplicity is 1. The calculation puts the electronic energy at -340.53717 Ha. The relative energy (zero: lowest compared OMol25 entry of this formula, charge and spin) is 7.013 eV.

[4]
The following is a quantum chemistry calculation of C16H18O14P2SeSm as an isolated structure at a distorted geometry, from the Open Molecules 2025 dataset.

Geometry as XYZ:
```
52
C16H18O14P2SeSm wB97M-V/def2-TZVPD
Sm 10.230 8.287 10.575
Se 9.194 11.462 10.505
P 11.953 8.380 7.333
P 13.631 7.884 9.923
O 12.421 9.815 7.374
O 7.203 5.137 11.528
O 14.437 7.805 7.307
O 9.324 7.581 12.910
O 10.818 7.935 8.236
O 8.719 9.822 11.153
O 12.332 7.455 10.677
O 8.447 12.256 9.322
O 9.765 12.302 11.791
O 13.724 9.447 9.600
O 10.693 10.756 9.666
O 14.978 7.448 10.372
O 11.677 7.862 5.883
O 8.771 6.518 10.670
C 13.090 5.883 7.973
C 5.685 6.985 13.373
C 8.488 6.492 15.429
C 7.709 4.509 14.239
C 7.725 3.818 15.435
C 8.213 5.833 14.199
C 8.169 4.410 16.594
C 4.658 9.071 14.043
C 6.932 9.019 13.263
C 8.180 6.756 12.993
C 6.916 7.646 13.158
C 8.652 5.713 16.587
C 13.373 7.377 8.122
C 8.018 6.048 11.629
C 5.802 9.751 13.707
C 4.599 7.688 13.791
H 10.050 7.280 13.509
H 12.353 5.475 8.685
H 7.835 9.551 13.041
H 10.821 11.000 8.723
H 5.634 5.921 13.157
H 14.939 8.528 7.766
H 10.900 7.297 5.766
H 8.570 7.538 15.521
H 7.395 4.047 13.297
H 12.707 5.662 6.963
H 5.833 10.851 13.714
H 14.044 5.278 8.022
H 9.167 6.102 17.461
H 8.194 3.814 17.520
H 13.494 9.774 8.660
H 3.829 9.626 14.535
H 3.632 7.197 13.857
H 7.366 2.789 15.497
```

The spin multiplicity is 6. The calculation puts the electronic energy at -5416.33406 Ha. As for the total charge: -1. The relative energy (zero: lowest compared OMol25 entry of this formula, charge and spin) is 0.000 eV.

[5]
The following is a quantum chemistry calculation of C24H19BrN5O6Tc as an isolated structure, from the Open Molecules 2025 dataset.

Geometry as XYZ:
```
56
C24H19BrN5O6Tc wB97M-V/def2-TZVPD
Tc 0.746 -0.189 0.085
Br -5.699 0.163 3.706
O 0.234 0.850 -1.528
O -0.871 2.613 -2.354
O -2.567 5.419 0.540
O 2.267 -0.931 1.416
O -0.796 5.485 -0.801
O -0.115 -0.900 1.754
N -1.104 -1.073 -0.679
N 1.392 -1.678 -1.279
N -0.217 2.145 2.083
N -0.016 1.616 0.878
N 4.302 -0.787 2.333
C -1.640 -0.630 3.502
C -2.450 -0.597 1.227
C -3.747 -0.354 1.711
C -2.912 -0.374 3.959
C 2.482 1.009 -0.295
C 0.444 -2.021 -2.207
C -3.969 -0.212 3.056
C -2.268 -0.950 -0.156
C 3.037 -2.839 -2.569
C -1.366 -0.709 2.123
C -1.424 4.912 0.030
C -0.367 2.030 -1.439
C 2.631 -2.088 -1.458
C -0.444 2.494 -0.014
C 3.332 -0.298 1.568
C -0.899 -1.650 -1.956
C 3.458 1.019 0.878
C -0.805 3.356 1.982
C -0.234 -2.991 -4.329
C 0.777 -2.724 -3.377
C -1.854 -1.916 -2.899
C -1.514 -2.577 -4.096
C -0.969 3.624 0.640
C 2.118 -3.134 -3.536
H -2.883 -1.621 -2.749
H 2.183 2.028 -0.532
H -3.031 4.754 1.062
H 0.025 -3.518 -5.238
H 2.402 -3.683 -4.425
H -0.051 1.585 2.905
H -4.569 -0.286 1.010
H 4.492 1.228 0.593
H -0.820 -0.781 4.193
H -2.288 -2.764 -4.828
H -3.162 -1.206 -0.722
H 5.160 -0.282 2.471
H -1.036 3.948 2.853
H 3.347 -1.802 -0.700
H -3.103 -0.303 5.021
H 2.956 0.610 -1.195
H 4.161 -1.657 2.822
H 4.069 -3.146 -2.651
H 3.176 1.783 1.611
```

The spin multiplicity is 2. The calculation puts the electronic energy at -4305.90115 Ha. As for the total charge: +1. The relative energy (zero: lowest compared OMol25 entry of this formula, charge and spin) is 0.125 eV.

[6]
The following is a quantum chemistry calculation of C6H12F3O3 as an isolated structure at a distorted geometry, from the Open Molecules 2025 dataset.

Geometry as XYZ:
```
24
C6H12F3O3 wB97M-V/def2-TZVPD
F 0.646 1.500 3.552
F 2.859 2.011 2.625
F 1.572 0.015 1.917
O -0.350 1.105 -1.203
O 0.522 1.945 1.346
O -0.237 -1.902 -0.807
C -0.557 0.069 -2.138
C -1.255 1.129 -0.124
C 0.601 -2.947 -0.389
C -0.815 2.163 0.883
C 0.734 1.017 2.288
C 0.293 -1.156 -1.874
H -1.324 0.139 0.351
H -0.799 3.160 0.427
H -2.266 1.410 -0.474
H -0.281 0.470 -3.123
H -1.506 2.160 1.737
H 1.326 -0.836 -1.639
H 0.114 -3.447 0.457
H 0.767 -3.677 -1.200
H -0.333 0.214 2.418
H -1.624 -0.213 -2.175
H 1.583 -2.562 -0.060
H 0.331 -1.770 -2.794
```

The spin multiplicity is 1. The calculation puts the electronic energy at -761.04413 Ha. As for the total charge: -1. The relative energy (zero: lowest compared OMol25 entry of this formula, charge and spin) is 0.000 eV.